113
Properties=species:S:1:pos:R:3:forces:R:3 method="wB97M-V/def2-TZVPD" multiplicity=1 total_charge=+1 homo_energy_ev=-12.1 e_tot_ev=-101783.0615 homo_lumo_gap_ev=8.191
C -4.6117 -3.8960 -0.3776 1.298 0.029 0.318
C -4.3366 -2.3085 -0.8155 -0.615 -0.262 0.069
C -5.4773 -1.2782 -0.1728 -0.733 -1.068 -3.355
O -5.6018 -1.3743 1.2894 3.593 1.685 1.118
P -4.1801 -0.7946 2.1175 -2.188 1.312 0.870
C -3.3117 0.6908 1.2913 0.886 2.871 -1.597
O -1.8518 0.7409 1.4590 -2.477 -0.504 1.286
C -1.4503 1.0275 2.8434 1.973 0.305 1.516
C -1.0338 2.5841 3.1439 -0.157 -0.063 0.744
C -4.7692 -0.3869 3.9296 -1.973 0.031 0.431
C -5.1604 1.1909 4.1415 1.542 6.188 1.004
O -4.3040 2.2141 4.1952 -4.813 -6.912 -0.736
O -6.6059 1.5307 4.3476 3.563 -0.917 -1.593
P -2.8682 -2.5689 2.3510 2.391 -3.008 -0.451
O -1.2047 -2.1734 2.0243 -2.396 -0.243 2.812
O -3.0520 -3.1843 3.9960 -1.377 2.000 -2.032
H -5.4045 -3.9742 0.4829 1.374 0.091 -1.879
H -4.8526 -4.5863 -1.3033 0.190 1.641 1.955
H -3.5878 -4.3127 0.0731 -2.340 0.832 -1.004
H -3.2501 -1.9918 -0.4832 -2.007 -0.512 -0.698
H -4.4109 -2.2508 -1.9975 0.199 0.189 2.578
H -5.3715 -0.1707 -0.5799 -0.086 -2.267 1.175
H -6.5147 -1.6682 -0.6165 2.204 0.929 1.277
H -3.5083 0.7215 0.1145 0.374 -0.483 2.667
H -3.7342 1.7290 1.6948 0.400 -2.402 -0.513
H -0.4699 0.3777 3.0451 -2.138 1.296 -0.689
H -2.2193 0.7084 3.6649 1.037 0.484 -1.732
H -0.6435 3.1652 2.2064 -0.699 -1.326 1.772
H -0.1879 2.5619 3.9857 -1.813 0.122 -1.991
H -1.9426 3.1595 3.6115 1.746 -1.074 -1.075
H -3.9793 -0.8097 4.6877 -1.272 1.288 -1.528
H -5.7608 -1.0280 4.1052 2.015 1.442 -0.482
H -6.7870 2.4678 4.0117 0.940 -1.550 0.821
H -0.6728 -2.0114 2.8581 -0.693 0.014 -1.183
H -4.0619 -3.2845 4.0824 1.977 -0.084 -0.022
C -7.1035 -4.5380 -6.1289 0.389 0.050 -0.491
C -6.6203 -3.9571 -4.8136 -0.085 -1.075 -0.905
C -7.5841 -4.1539 -3.6829 -0.369 -0.954 0.255
O -7.3351 -3.0324 -2.8550 0.394 1.131 -0.164
C -6.8517 -2.0477 -3.6679 0.434 1.880 0.126
O -6.7161 -0.8807 -3.3347 -0.171 -2.384 -0.457
O -6.5229 -2.5432 -4.8980 -0.251 0.977 1.308
H -7.7967 -3.8582 -6.6363 -0.019 -0.112 0.303
H -6.2548 -4.6824 -6.8062 -0.183 -0.028 0.097
H -7.5893 -5.5085 -5.9889 0.084 0.134 0.068
H -5.6295 -4.3549 -4.5625 -0.083 0.093 0.051
H -7.3916 -5.0823 -3.1375 -0.044 0.246 0.038
H -8.6346 -4.1358 -3.9912 0.115 0.020 -0.119
C -3.3085 -4.6396 7.7924 -0.056 0.121 0.606
C -3.6437 -6.0513 7.3503 0.641 0.866 0.515
C -3.3069 -6.3248 5.9158 0.748 -0.181 -0.372
O -4.2652 -7.2991 5.5451 -0.742 0.030 0.306
C -5.3476 -7.1091 6.3554 -2.621 -1.426 -0.176
O -6.4369 -7.6352 6.1884 2.696 1.373 0.341
O -5.0466 -6.2665 7.3879 -0.402 -0.629 -0.770
H -4.0924 -3.9319 7.5010 0.113 -0.201 -0.158
H -3.2397 -4.5980 8.8849 0.009 0.079 -0.206
H -2.3507 -4.3037 7.3835 -0.088 -0.124 0.013
H -3.1667 -6.7820 8.0148 -0.052 0.023 -0.154
H -2.2940 -6.7214 5.8013 -0.227 -0.026 -0.093
H -3.4219 -5.4535 5.2626 0.019 0.077 0.158
C 3.5002 4.2106 -0.4883 -0.341 0.324 -0.706
C 3.5393 4.6198 0.9718 0.653 -0.410 -1.307
C 3.7220 3.4667 1.9115 1.006 -0.559 0.153
O 3.0540 3.9021 3.0817 -1.094 0.719 0.104
C 2.0994 4.7907 2.6775 -1.469 1.001 1.283
O 1.2048 5.2164 3.3915 1.802 -1.010 -1.518
O 2.2872 5.1547 1.3741 -0.566 -0.130 1.355
H 2.5062 3.8518 -0.7772 0.033 0.035 0.268
H 3.7174 5.0762 -1.1235 -0.051 -0.139 0.036
H 4.2409 3.4368 -0.7120 -0.588 0.506 0.112
H 4.3072 5.3862 1.1322 -0.081 -0.128 0.086
H 4.7777 3.2739 2.1229 -0.413 0.034 0.097
H 3.2549 2.5385 1.5659 -0.006 0.101 -0.165
C 8.1385 1.9681 -3.7358 -0.043 0.483 -0.429
C 8.1776 2.3773 -2.2757 0.756 -0.294 -1.240
C 8.3603 1.2242 -1.3361 0.823 -0.612 -0.074
O 7.6923 1.6595 -0.1659 -1.156 0.829 0.116
C 6.7377 2.5482 -0.5700 -0.841 0.651 0.869
O 5.8431 2.9739 0.1439 2.587 -1.184 -1.168
O 6.9255 2.9122 -1.8734 -0.744 -0.104 1.601
H 7.1445 1.6093 -4.0248 0.160 -0.109 0.258
H 8.3557 2.8337 -4.3710 0.026 -0.204 0.086
H 8.8792 1.1943 -3.9596 -0.060 0.140 0.122
H 8.9455 3.1437 -2.1153 -0.098 -0.139 0.018
H 9.4160 1.0314 -1.1247 -0.235 0.050 0.105
H 7.8932 0.2960 -1.6817 -0.021 0.122 -0.112
C -0.1200 -0.7845 -4.9167 0.407 0.078 -0.465
C -1.3795 -1.5765 -5.2119 0.753 1.032 0.007
C -2.3252 -1.6507 -4.0516 -0.483 0.734 0.382
O -2.9744 -2.8934 -4.2504 0.242 -0.712 -0.270
C -2.1066 -3.6782 -4.9540 -0.043 -2.677 -0.784
O -2.2485 -4.8779 -5.1322 0.217 2.855 0.529
O -1.0673 -2.9414 -5.4477 -0.920 -0.887 0.400
H 0.6206 -1.3929 -4.3860 -0.305 0.043 0.066
H 0.3491 -0.4680 -5.8546 -0.047 -0.009 0.208
H -0.3346 0.1137 -4.3297 -0.060 -0.120 -0.078
H -1.8787 -1.1797 -6.1042 -0.041 -0.089 0.139
H -3.0518 -0.8333 -4.0625 -0.025 -0.229 0.006
H -1.8262 -1.6678 -3.0770 0.171 0.016 -0.103
C 10.2235 8.2544 -2.1361 -0.599 0.133 -0.152
C 10.5135 6.8464 -1.6520 -0.332 1.271 0.134
C 11.9393 6.6371 -1.2405 0.487 0.447 0.696
O 12.1508 5.2644 -1.5162 -0.530 -0.599 -0.828
C 11.2827 4.9293 -2.5153 0.076 -1.979 -1.089
O 11.3216 3.8824 -3.1427 -0.190 2.230 1.408
O 10.3534 5.9121 -2.7090 0.657 -1.125 -0.057
H 10.5173 8.3863 -3.1832 0.175 -0.113 0.251
H 9.1470 8.4509 -2.0860 0.197 0.042 -0.015
H 10.7301 9.0059 -1.5229 -0.031 -0.164 -0.032
H 9.8243 6.5718 -0.8441 0.128 -0.050 -0.051
H 12.0930 6.8419 -0.1771 0.057 -0.177 -0.181
H 12.6564 7.2261 -1.8217 -0.173 0.043 -0.043

116
Properties=species:S:1:pos:R:3:forces:R:3 method="wB97M-V/def2-TZVPD" multiplicity=1 homo_energy_ev=-9.6 e_tot_ev=-363398.2793 relative_energy_kcal_mol=129.4 homo_lumo_gap_ev=9.399
C 2.3389 -1.5480 -4.5411 -0.314 -0.885 -0.674
C 2.2780 -0.0893 -4.7708 -0.494 -0.096 0.095
C 3.3883 0.7557 -4.1899 0.378 -0.732 0.220
O 3.7383 1.6098 -5.2710 1.048 1.078 1.656
C 3.2751 1.1884 -6.3945 -1.082 0.089 -4.784
O 3.5189 1.7170 -7.4944 -0.914 -2.016 3.346
O 2.4298 0.0740 -6.2068 0.719 2.158 0.358
H 3.1445 -1.9312 -5.1674 0.685 -0.305 0.871
H 1.4912 -2.0113 -5.0460 -0.418 0.119 0.276
H 2.2745 -1.7975 -3.4820 0.529 -0.264 -0.117
H 1.3380 0.2344 -4.3240 -0.472 0.609 -0.944
H 4.2283 0.1078 -3.9392 0.284 0.215 -0.019
H 3.1205 1.3335 -3.3053 -0.061 0.069 -0.256
C -0.2360 -0.2278 -1.2270 -0.525 -1.321 -1.162
C -0.0017 0.0801 0.1868 1.439 0.020 0.015
C 0.9854 1.1565 0.4864 -0.090 1.054 0.272
O 0.3065 1.8570 1.5298 -1.076 1.002 0.899
C -1.0169 1.5224 1.5984 0.679 0.212 0.519
O -1.8046 1.9951 2.3987 1.100 -0.983 -1.543
O -1.2531 0.5785 0.6556 -0.487 0.504 1.326
H 0.6019 -0.4891 -1.8733 0.374 -0.114 0.547
H -0.7734 0.5523 -1.7662 -0.161 0.078 0.311
H -0.8518 -1.1181 -1.0990 -0.342 -0.107 -1.104
H 0.3754 -0.7676 0.7589 -0.852 -0.532 0.131
H 1.1235 1.7721 -0.4025 0.110 0.492 0.183
H 1.9485 0.8806 0.9157 -0.164 -0.368 -0.393
C 1.1973 -7.5768 0.2569 -1.139 1.617 -0.969
C -0.0815 -6.7963 -0.2905 2.334 0.217 -0.208
C -0.8302 -5.8190 0.5974 0.426 -2.817 2.840
O -1.0650 -4.6394 -0.0380 -0.046 0.521 -3.210
C -0.4026 -4.7294 -1.2881 -1.177 4.262 -0.907
O -0.5141 -3.8257 -2.1443 0.658 -3.676 3.040
O 0.3865 -5.7777 -1.2535 0.162 -1.538 -1.702
H 1.2775 -8.6016 -0.1058 -0.734 -0.175 0.626
H 1.1549 -7.4073 1.3328 0.770 -0.533 -0.040
H 2.0438 -7.1444 -0.2764 0.228 0.567 0.700
H -0.6789 -7.6221 -0.6769 -0.556 0.859 -0.949
H -0.2420 -5.5770 1.4826 -0.028 -0.302 0.311
H -1.6905 -6.4318 0.8666 -0.725 0.980 0.465
C 6.3813 -3.3809 0.6059 0.879 0.438 0.691
C 6.4069 -2.2268 -0.3879 -0.313 -1.205 -0.416
C 5.8225 -2.4638 -1.7816 1.565 -1.182 0.675
O 4.9451 -1.3874 -1.9587 -0.028 -0.503 -2.012
C 4.7349 -0.7599 -0.8083 -3.569 1.391 -1.330
O 3.7885 0.0068 -0.6900 1.945 -0.810 0.349
O 5.5586 -1.1770 0.0778 1.546 0.177 2.988
H 5.4179 -3.5768 1.0766 0.023 0.230 -0.117
H 7.1287 -3.0374 1.3210 -0.495 -0.132 0.853
H 6.8317 -4.3341 0.3292 -0.238 0.096 -0.910
H 7.4484 -1.9114 -0.4504 -0.202 0.579 -0.025
H 5.3673 -3.4523 -1.8423 -0.708 0.253 -0.042
H 6.6934 -2.5268 -2.4341 -0.468 0.659 -0.741
C -2.2074 2.9808 -3.3889 -0.948 1.961 -0.630
O -1.4985 2.2451 -4.3948 1.099 -1.047 2.198
C -1.7756 2.4272 -5.6539 -3.828 3.126 -0.353
O -2.7246 3.1394 -6.0144 1.543 -1.089 -0.034
O -0.9463 1.8214 -6.4193 1.614 -2.744 1.637
C -0.8396 2.1060 -7.7668 -0.432 1.649 -0.569
H -1.9713 4.0440 -3.4330 0.727 -0.039 -0.252
H -1.9929 2.7271 -2.3507 0.276 -0.960 -0.566
H -3.2744 3.0677 -3.5942 -0.131 -0.981 0.034
H -1.7124 1.7655 -8.3240 0.211 -0.209 -0.108
H 0.1226 1.7165 -8.0991 -0.304 0.002 -0.114
H -0.8644 3.1946 -7.7162 0.258 0.208 -1.276
C 0.8076 1.4081 5.9235 -0.492 -1.324 2.011
O 1.2947 0.7329 4.7772 -1.228 0.995 0.027
C 2.5670 0.8093 4.5708 4.111 0.564 0.221
O 3.4758 1.3604 5.1779 -1.850 0.261 0.525
O 2.8555 0.0934 3.5184 -1.158 -1.855 -2.268
C 4.1514 -0.0005 2.9618 0.834 1.242 0.187
H 0.9417 2.4757 6.0974 0.140 0.018 -1.071
H 1.2697 0.9186 6.7809 0.275 0.156 0.196
H -0.2272 1.0801 6.0221 -0.126 0.533 -0.365
H 4.2539 0.6774 2.1145 -0.393 0.030 -0.189
H 4.3731 -0.9979 2.5821 -0.327 -0.053 0.495
H 4.8735 0.3867 3.6807 0.129 -0.545 0.144
C -7.2771 -2.4461 3.1736 -0.369 -0.797 -0.292
O -6.4880 -2.2750 1.9889 1.044 0.206 0.628
C -5.3314 -2.9999 1.8754 -1.518 -2.759 2.428
O -4.9925 -3.9418 2.6360 -0.679 3.106 -1.981
O -4.8149 -2.6318 0.7456 1.929 0.378 -0.321
C -3.6064 -3.2788 0.2957 0.179 -1.048 -1.113
H -8.0917 -1.7219 3.1681 0.351 0.199 -0.283
H -6.7253 -2.3602 4.1096 0.205 -0.043 -0.210
H -7.7384 -3.4303 3.0915 0.058 -0.099 0.400
H -3.9478 -3.8592 -0.5615 0.220 -0.075 -0.113
H -3.0676 -3.9725 0.9411 -0.936 0.296 0.733
H -2.8148 -2.6229 -0.0665 -0.653 0.760 0.184
C 1.0166 7.6158 -1.6234 1.102 0.571 0.136
O 0.4815 6.7740 -0.5976 0.161 -0.431 0.920
C -0.2895 5.7310 -0.8643 -1.474 0.261 -4.219
O -0.5178 5.4337 -2.0762 0.134 -0.180 4.318
O -0.8200 5.2337 0.2822 0.987 0.705 -1.170
C -2.0426 4.5339 0.2823 -1.627 -1.120 -0.162
H 2.0542 7.7987 -1.3438 -0.014 0.020 0.364
H 0.5149 8.5812 -1.5563 -0.246 -0.212 -0.206
H 1.1235 7.2754 -2.6534 -0.951 -0.623 0.249
H -2.1950 4.0671 1.2554 0.534 0.238 -0.010
H -2.1987 3.7464 -0.4550 1.019 -0.165 -0.259
H -2.9556 5.1046 0.1125 0.447 1.014 0.070
Br -1.9219 5.6686 5.5102 -0.338 -0.843 -0.294
C -2.6976 3.9520 4.7943 1.490 1.019 -1.327
C -4.0660 4.1734 4.1174 0.281 0.225 1.646
Br -4.2562 5.8145 2.9441 0.242 -1.457 0.862
H -2.5307 3.2870 5.6417 -1.289 -0.033 0.057
H -1.9888 3.5660 4.0617 0.131 0.489 -0.081
H -4.7217 4.3132 4.9768 -0.608 0.281 -0.578
H -4.3590 3.2812 3.5639 0.078 0.303 -0.207
Br -1.7658 -1.7045 2.9337 -0.552 0.265 0.992
C -2.5813 -0.8291 4.5288 -0.247 -0.426 0.600
C -4.0465 -0.6239 4.3664 -1.184 0.380 -0.913
Br -4.8257 0.2215 6.0578 0.690 -0.361 -1.426
H -2.0779 0.1308 4.6436 0.129 -0.320 0.053
H -2.5711 -1.4686 5.4114 1.289 -0.121 -0.162
H -4.6551 -1.5188 4.2364 0.456 -0.181 0.356
H -4.2107 -0.0565 3.4503 -0.469 0.737 0.463